The following is a DFT calculation (wB97M-V/def2-TZVPD) of a structure of composition C17H19F3O24PbZn.

XYZ file:
```
65
Properties=species:S:1:pos:R:3:lowdin_charge:R:1
Pb 0.0385 -3.3930 1.6486 1.33
Zn -2.8506 -0.4708 1.8772 0.93
O -0.4016 -0.2540 5.3453 0.15
C -0.7965 -0.7270 4.1895 -0.83
O -0.1172 -1.6429 3.7118 -0.17
O -1.7034 -0.2598 3.4927 -0.02
H 0.1687 -0.9989 5.5493 0.11
O 3.8537 -2.8337 -0.5448 0.17
C 2.7900 -2.8260 0.1782 -0.91
O 2.4896 -3.7218 0.9387 -0.13
O 1.9496 -1.8895 0.0819 -0.13
H 3.5837 -2.1962 -1.2099 0.10
O -5.9875 1.8649 1.3144 0.13
C -5.0670 0.9020 1.4998 -0.80
O -4.2814 0.9486 2.4712 -0.05
O -4.7406 0.0198 0.6776 -0.03
H -5.8535 2.4165 2.0885 0.12
O 0.0109 -0.0144 -0.6513 0.15
C -0.9674 -0.2332 0.1639 -0.84
O -1.1113 -1.2887 0.7415 -0.14
O -1.8389 0.6172 0.3918 0.01
H 0.5390 -0.7963 -0.4745 0.06
C 3.0023 -1.0385 3.7768 -0.01
C 3.2798 0.0864 2.7939 -0.31
C 2.0667 0.8460 2.2538 -0.08
O 2.2791 2.1985 2.5393 0.10
C 3.4539 2.3239 3.1354 -0.58
O 3.9741 3.3540 3.3644 0.16
O 4.0058 1.1003 3.4255 0.08
H 3.9279 -1.5528 4.0353 0.09
H 2.4294 -1.8627 3.3520 0.06
H 2.4780 -0.7219 4.6785 0.08
H 3.8481 -0.2690 1.9344 0.15
H 1.1279 0.6549 2.7737 0.13
H 1.8692 0.6191 1.2062 0.12
C -0.0503 -3.8542 -3.7656 -0.09
C -1.0210 -2.7083 -3.5967 -0.32
O -1.6412 -3.0052 -2.3472 0.18
C -0.8956 -3.8285 -1.6568 -0.49
O -0.9618 -4.0286 -0.4542 -0.10
O 0.0765 -4.2997 -2.4964 0.08
F -1.9441 -2.8671 -4.4769 0.13
H 0.9126 -3.4831 -4.1165 0.13
H -0.3823 -4.7295 -4.3239 0.15
H -0.5970 -1.7046 -3.6289 0.16
C 2.3804 1.1466 -2.4748 -0.09
C 1.2339 1.1759 -3.3921 -0.31
O 1.2275 -0.2266 -3.7506 0.11
C 2.5042 -0.6605 -3.7508 -0.45
O 2.8858 -1.8297 -4.0402 0.09
O 3.2651 0.2219 -3.0291 0.07
F 1.3787 1.9242 -4.4738 0.12
H 2.1502 0.7848 -1.4726 0.13
H 2.9334 2.0816 -2.3858 0.16
H 0.3095 1.4890 -2.9069 0.17
C -3.7821 3.3271 -0.6317 -0.07
C -2.3955 3.3996 -1.1097 -0.35
O -2.0754 4.7548 -1.2973 0.14
C -3.2582 5.4491 -1.3158 -0.51
O -3.3856 6.5978 -1.5951 0.17
O -4.2965 4.6366 -0.9151 0.08
F -2.3470 2.8621 -2.3420 0.06
H -3.6485 3.1722 0.4389 0.14
H -4.3299 2.4313 -0.9243 0.15
H -1.6948 2.8096 -0.5189 0.15
```

Summary:
- 2S+1: 2
- Charge: -1
- DFT total energy: -4737.0127 Ha
- Kohn-Sham gap (alpha / beta): 4.30 / 8.89 eV
- LUMO energy (alpha / beta): 2.0 / 2.0 eV

The following is a DFT calculation (wB97M-V/def2-TZVPD) of an isolated molecule of C2H6N2OS.

XYZ file:
```
12
Properties=species:S:1:pos:R:3:lowdin_charge:R:1
C 1.1171 -1.6142 1.0048 -0.35
C -0.1904 0.4363 -0.3704 -0.78
H 1.5352 -0.8338 1.6021 0.03
H 0.1546 -1.9434 1.3581 0.02
H 1.7428 -2.4771 0.8335 0.03
H -0.8200 0.0159 1.4081 0.03
H -0.5420 0.8065 -2.3509 0.13
H -1.6978 2.1268 -0.6903 0.06
N -0.8905 0.7235 0.6780 0.09
N -0.2473 1.2644 -1.4855 -0.11
O -1.0123 2.4198 -1.2951 -0.05
S 0.8505 -0.9248 -0.6924 0.89
```

Summary:
- DFT total energy: -662.6753 Ha
- Kohn-Sham gap: 9.98 eV
- LUMO energy: 0.6 eV
- SMILES: [H]/N=C(/NO)SC
- Energy relative to the best compared isomer or geometry (same formula, charge and spin): 57.48 kcal per mole

The following is a DFT calculation (wB97M-V/def2-TZVPD) of a structure of composition C46H58BCl3N11NaO6S4.

XYZ file:
```
130
Properties=species:S:1:pos:R:3:lowdin_charge:R:1
Na -1.3394 -1.1684 0.5104 0.23
O -4.7451 -0.8376 2.6201 0.14
C -3.7616 -0.4019 1.8238 -0.42
O -3.3584 -1.0111 0.8719 0.09
C -3.2471 0.9628 2.1900 -0.18
C -4.0281 1.8682 2.8906 0.02
C -3.5437 3.1577 3.0310 -0.03
C -2.3352 3.4855 2.4406 -0.01
C -1.6286 2.4975 1.7656 -0.26
N -2.0591 1.2499 1.6719 0.19
C -0.3313 2.7818 1.0248 -0.48
O -0.2016 4.0262 0.5317 0.11
O 0.5557 1.9851 0.9294 0.12
H -5.0112 -1.7042 2.2724 0.14
H -4.9865 1.5692 3.2881 0.12
H -4.1112 3.9047 3.5692 0.12
H -1.9427 4.4899 2.5347 0.12
H -1.0708 4.4429 0.4514 0.09
C 4.9493 1.5131 -1.0674 -0.05
C 3.9490 0.3588 -1.0441 -0.54
C 4.5359 -0.8206 -1.8148 -0.04
C 3.6675 -0.0029 0.4123 -0.05
N 2.6837 0.7940 -1.6928 0.01
C 2.4785 2.0321 -2.2906 -0.04
C 1.2158 2.0464 -2.7562 -0.04
N 0.6426 0.8282 -2.4604 0.05
B -0.8230 0.3714 -2.7480 -0.65
N -1.6010 1.5668 -3.3620 0.04
C -1.4971 1.8487 -4.7110 -0.05
C -2.3429 2.8514 -4.9953 -0.04
N -2.9646 3.2106 -3.8032 0.00
C -2.4985 2.4072 -2.7985 -0.67
S -2.9060 2.4569 -1.1512 0.71
C -4.0695 4.1994 -3.6942 -0.56
C -3.6942 5.2883 -2.6915 -0.06
C -4.2918 4.8685 -5.0508 -0.06
C -5.3526 3.4754 -3.2936 -0.04
N -0.7717 -0.7517 -3.8328 0.01
C 0.3168 -1.1058 -4.5997 -0.08
C 0.0175 -2.2400 -5.2504 -0.06
N -1.2621 -2.6213 -4.8522 -0.01
C -1.7549 -1.6808 -3.9833 -0.73
S -3.2822 -1.5539 -3.2675 0.63
C -1.8783 -3.8793 -5.3551 -0.55
C -0.7637 -4.9221 -5.5292 -0.05
C -2.5236 -3.5640 -6.7040 -0.03
C -2.9230 -4.4650 -4.4082 -0.09
C 1.5436 0.0573 -1.8093 -0.68
S 1.2513 -1.5450 -1.2892 0.70
H 5.8587 1.1767 -0.5689 0.09
H 4.5732 2.3852 -0.5302 0.09
H 5.2180 1.8064 -2.0829 0.08
H 5.4140 -1.1972 -1.2866 0.09
H 4.8426 -0.5056 -2.8144 0.09
H 3.8074 -1.6256 -1.9017 0.03
H 4.6131 -0.1602 0.9367 0.08
H 3.0578 -0.9008 0.4889 0.03
H 3.1269 0.8164 0.8922 0.07
H 3.2202 2.8042 -2.3082 0.11
H 0.6724 2.8351 -3.2438 0.12
H -1.2805 -0.0832 -1.7596 0.07
H -0.8621 1.2793 -5.3655 0.12
H -2.5408 3.3314 -5.9319 0.11
H -2.7851 5.7992 -3.0149 0.09
H -3.5328 4.8688 -1.7003 0.01
H -4.5038 6.0188 -2.6482 0.08
H -3.3973 5.3857 -5.4017 0.09
H -5.0821 5.6092 -4.9294 0.09
H -4.6195 4.1605 -5.8124 0.08
H -5.2179 2.9442 -2.3528 0.03
H -5.6330 2.7552 -4.0641 0.09
H -6.1603 4.2012 -3.1816 0.09
H 1.2122 -0.5101 -4.6374 0.12
H 0.5960 -2.7985 -5.9604 0.11
H -0.1646 -4.7489 -6.4238 0.07
H -1.2117 -5.9106 -5.6214 0.08
H -0.0940 -4.9258 -4.6673 0.09
H -1.7806 -3.1982 -7.4156 0.08
H -3.2902 -2.7989 -6.5746 0.09
H -2.9903 -4.4590 -7.1204 0.09
H -2.5285 -4.5889 -3.3983 0.06
H -3.1978 -5.4456 -4.8026 0.08
H -3.8086 -3.8429 -4.3382 0.02
Cl -0.3433 -2.8736 8.4461 0.67
C 0.3378 -1.6391 7.4304 -0.66
C 1.7113 -1.5854 7.2444 -0.08
C 2.2294 -0.6031 6.4238 0.00
C 1.4194 0.3384 5.7919 -0.18
C 2.0380 1.3878 4.9089 -0.26
C 2.8120 0.7638 3.7468 -0.08
N 2.0474 -0.3268 3.1913 -0.06
C 2.4037 -1.6553 3.1019 -0.06
C 1.3205 -2.2896 2.5730 -0.12
N 0.2884 -1.3966 2.3967 0.09
C 0.7698 -0.2395 2.7712 -0.19
O 2.8009 2.3030 5.7069 -0.07
C 4.1687 2.5498 5.4191 -0.16
C 5.0751 1.5289 6.0444 -0.33
C 6.0597 0.8333 5.4144 -0.98
Cl 6.4891 0.9284 3.7518 0.67
S 6.8972 -0.2431 6.4518 1.00
C 5.9302 0.2393 7.7820 -0.40
C 5.0169 1.1783 7.4304 -0.14
C 0.0516 0.2469 6.0023 -0.54
Cl -1.0571 1.3544 5.2229 0.76
C -0.5021 -0.7336 6.8140 -0.12
H 2.3549 -2.3076 7.7265 0.11
H 3.3022 -0.5549 6.2799 0.11
H 1.2371 1.9831 4.4700 0.11
H 3.7809 0.3757 4.0545 0.10
H 2.9805 1.5186 2.9774 0.13
H 3.3850 -1.9997 3.3798 0.12
H 1.2092 -3.3314 2.3233 0.10
H 0.2402 0.6976 2.7374 0.09
H 4.3730 3.5263 5.8600 0.14
H 4.3613 2.6347 4.3488 0.10
H 6.0935 -0.2008 8.7522 0.07
H 4.2934 1.6038 8.1111 0.13
H -1.5717 -0.7868 6.9539 0.11
C -0.4062 -6.4276 -0.5291 -0.09
N -0.7280 -5.3556 0.3862 0.02
C -1.1381 -4.1101 0.0184 -0.59
N -1.1507 -3.8779 -1.3304 0.18
O -1.5156 -3.2936 0.8574 -0.01
H -0.3443 -7.3579 0.0307 0.08
H 0.5562 -6.2741 -1.0254 0.08
H -1.1795 -6.5398 -1.2910 0.08
H -0.7841 -5.5340 1.3729 0.14
H -0.4452 -4.3317 -1.8889 0.08
H -1.3041 -2.9211 -1.6242 0.04
```

Summary:
- DFT total energy: -6002.2360 Ha
- Kohn-Sham gap: 6.41 eV
- LUMO energy: 0.0 eV
- Energy relative to the best compared isomer or geometry (same formula, charge and spin): 11.58 kcal per mole

The following is a DFT calculation (wB97M-V/def2-TZVPD) of a cluster of 3 separate species, C2H10NO3 in total.

XYZ file:
```
16
Properties=species:S:1:pos:R:3:lowdin_charge:R:1
C 0.2494 -0.2230 -2.1947 -0.19
N 1.0264 -0.9596 -1.1609 -0.14
C 0.7993 -0.2304 0.1367 -0.46
O -0.4541 0.2874 0.4417 -0.31
H 0.6994 -0.3799 -3.2084 0.04
H 0.3546 0.8885 -2.1849 0.08
H -0.8245 -0.6497 -2.2312 0.09
H 0.5547 -1.8935 -1.1428 0.09
H 1.5758 0.5070 -0.0008 0.09
H 1.1876 -0.9891 0.8361 0.08
H -1.7142 2.3809 1.1274 -0.01
H -0.3602 1.6732 0.9074 0.00
O -0.7664 2.6558 1.1661 -0.25
H -1.3564 -0.6374 2.6953 0.03
H -0.1018 -0.9699 2.2622 -0.02
O -0.8697 -1.4603 2.5508 -0.09
```

Summary:
- Charge: -1
- DFT total energy: -362.6568 Ha
- Kohn-Sham gap: 8.09 eV
- LUMO energy: 4.2 eV
- Energy relative to the best compared isomer or geometry (same formula, charge and spin): 31.77 kcal per mole

Question: Look up the DFT total energy of the fourth one.
Answer: -362.6568 Ha

Question: Among the records above, which one has the lowest DFT total energy?
Answer: C46H58BCl3N11NaO6S4